No. 1
C5H11N in the gas phase in a non-equilibrium geometry, computed with the ωB97M-V functional and the def2-TZVPD basis.

Properties
**Gap between HOMO and LUMO**: 0.375 hartree
**Energy relative to the best compared isomer or geometry (same formula, charge and spin)**: 1.269 eV
**Strongest force on any atom**: 2.20 eV Å⁻¹
**E**: -251.81590 hartree

Last column: Löwdin charge in e.
Cartesian coordinates (Å):
C: -2.384 -0.747 -0.937  0.0023
C: -1.855 -0.165 0.137  -0.2011
C: -0.721 0.815 0.094  -0.2422
C: 0.525 0.384 0.877  -0.2145
C: 1.447 -0.593 0.165  -0.2775
N: 2.639 0.127 -0.299  -0.0146
H: -3.250 -1.376 -0.776  0.0491
H: -1.887 -0.690 -1.893  0.0565
H: -2.221 -0.270 1.157  0.1005
H: -1.048 1.757 0.567  0.1112
H: -0.547 1.116 -0.944  0.1091
H: 1.008 1.230 1.362  0.1079
H: 0.053 -0.107 1.749  0.1059
H: 1.733 -1.311 0.938  0.0951
H: 1.036 -1.212 -0.636  0.1102
H: 2.518 1.127 -0.334  0.0509
H: 2.956 -0.084 -1.229  0.0513


No. 2
C5H9ClN2O2S in the gas phase in a non-equilibrium geometry, computed with the ωB97M-V functional and the def2-TZVPD basis.

Properties
**Gap between HOMO and LUMO (spin up / spin down)**: 0.276 / 0.276 hartree
**Energy relative to the best compared isomer or geometry (same formula, charge and spin)**: 1.600 eV
**Strongest force on any atom**: 3.92 eV Å⁻¹
**E**: -1314.08361 hartree

Last column: Löwdin charge in e.
Cartesian coordinates (Å):
O: 1.358 -1.203 1.334  -0.1541
N: 1.825 -0.410 0.529  -0.3679
O: 2.999 -0.759 -0.162  0.0244
C: 1.449 0.819 0.342  -0.6012
Cl: 2.416 1.812 -0.677  0.7695
C: 0.259 1.400 1.126  -0.1436
C: -0.998 0.611 0.701  -0.2133
C: -1.296 0.497 -0.761  -0.1941
C: -1.495 -0.977 -1.219  -0.3132
N: -0.224 -1.688 -1.152  -0.5031
S: 0.059 -2.708 -0.040  0.8159
H: 2.766 -1.593 -0.555  0.0858
H: 0.287 2.426 0.810  0.0853
H: 0.338 1.382 2.263  0.1475
H: -1.766 1.059 1.289  0.1008
H: -0.937 -0.441 1.136  0.1008
H: -2.212 0.898 -0.841  0.0660
H: -0.623 1.049 -1.390  0.1103
H: -2.184 -1.358 -0.548  0.0597
H: -2.021 -0.816 -2.186  0.1248


No. 3
2 unconnected molecules or ions with the total composition C4H8INS in a non-equilibrium geometry, computed with the ωB97M-V functional and the def2-TZVPD basis.

Properties
**Gap between HOMO and LUMO**: 0.326 hartree
**Energy relative to the best compared isomer or geometry (same formula, charge and spin)**: 0.982 eV
**Strongest force on any atom**: 2.87 eV Å⁻¹
**E**: -907.79322 hartree

Last column: Löwdin charge in e.
Cartesian coordinates (Å):
C: 1.822 -1.072 -0.220  0.0509
C: 0.699 -0.325 -0.103  -0.3543
C: -0.679 -1.004 0.324  -0.0337
N: 0.553 1.043 -0.149  -0.0456
C: 1.437 1.920 -0.634  -0.7621
S: 1.175 3.499 -0.740  0.6294
H: 1.648 -2.131 -0.318  0.0572
H: 2.671 -0.588 -0.595  0.0231
H: -0.566 -2.008 -0.016  0.0559
H: -1.583 -0.561 -0.171  0.0647
H: -0.734 -1.008 1.380  0.0624
H: -0.380 1.398 0.013  0.1252
H: 2.465 1.470 -1.011  0.1098
I: -5.078 -0.131 1.247  0.3591
H: -3.452 -0.503 0.992  -0.3422


No. 4
2 unconnected molecules or ions with the total composition CH2N4O3 in a non-equilibrium geometry, computed with the ωB97M-V functional and the def2-TZVPD basis.

Properties
**Gap between HOMO and LUMO**: 0.310 hartree
**Energy relative to the best compared isomer or geometry (same formula, charge and spin)**: 1.781 eV
**Strongest force on any atom**: 8.80 eV Å⁻¹
**E**: -483.81569 hartree

Last column: Löwdin charge in e.
Cartesian coordinates (Å):
N: 1.061 -2.657 0.074  0.2112
C: 1.216 -1.584 -0.347  -0.2928
N: 1.542 -0.539 -1.038  0.0729
N: 1.533 0.655 -0.966  0.2043
N: 0.726 1.275 0.251  -0.3930
O: 0.621 0.587 1.222  0.0719
O: 0.196 2.306 0.036  0.1348
O: -2.232 0.184 -0.027  -0.0330
H: -3.065 -0.019 0.105  -0.0629
H: -1.599 -0.210 0.690  0.0866


No. 5
3 unconnected molecules or ions with the total composition CH5O4 in a non-equilibrium geometry, computed with the ωB97M-V functional and the def2-TZVPD basis.

Properties
**Gap between HOMO and LUMO**: 0.299 hartree
**Energy relative to the best compared isomer or geometry (same formula, charge and spin)**: 0.932 eV
**Strongest force on any atom**: 2.59 eV Å⁻¹
**E**: -342.12044 hartree
**Total charge**: -1

Last column: Löwdin charge in e.
Cartesian coordinates (Å):
O: -0.171 0.172 1.440  -0.1660
C: -0.392 0.188 0.175  -0.6283
O: -0.681 -0.684 -0.699  -0.1497
H: -0.129 1.164 -0.352  0.0877
H: 0.653 1.320 2.844  0.0055
H: 1.871 1.936 2.622  -0.0005
O: 1.289 1.875 3.369  -0.1130
H: -0.230 -1.979 -3.016  0.0721
H: 0.318 -1.219 -4.330  0.0083
O: -0.453 -1.656 -3.963  -0.1162


No. 6
A molecular structure, C16H40ClO2P2ScSi2 in a non-equilibrium geometry, computed with the ωB97M-V functional and the def2-TZVPD basis.

Properties
**Gap between HOMO and LUMO**: 0.260 hartree
**Energy relative to the best compared isomer or geometry (same formula, charge and spin)**: 0.337 eV
**Strongest force on any atom**: 6.68 eV Å⁻¹
**E**: -3266.17316 hartree
**Total charge**: +2

Last column: Löwdin charge in e.
Cartesian coordinates (Å):
C: 0.484 -0.319 -7.822  -0.0656
C: 0.244 0.110 -6.422  -0.8097
H: 1.557 -0.346 -7.993  0.0959
H: 0.038 0.387 -8.528  0.1034
H: 0.080 -1.322 -7.991  0.1000
O: 1.049 0.396 -5.554  0.0005
Cl: -1.494 0.183 -6.028  0.6370
Sc: -0.325 -0.136 -0.986  0.7581
P: -0.080 2.307 -1.510  0.7423
C: 1.206 3.271 -0.676  -0.2169
C: -0.103 2.736 -3.269  -0.2287
H: -0.300 3.807 -3.302  0.0692
H: -1.779 3.898 -1.058  0.0788
H: -0.873 2.154 -3.782  0.0283
H: -2.518 2.263 -1.315  0.0627
H: 2.163 2.965 -1.111  0.0662
H: 0.864 2.464 -3.698  0.0554
C: -1.707 2.832 -0.846  -0.2289
H: 0.959 4.310 -0.891  0.0754
H: -1.755 2.658 0.233  -0.0081
H: 1.208 3.051 0.395  0.0244
P: 0.132 -2.609 -1.165  0.7413
C: 1.494 -3.343 -0.215  -0.2198
C: -1.442 -3.183 -0.409  -0.2292
H: -0.665 -2.861 -3.420  0.0563
H: 0.062 -4.369 -2.725  0.0669
H: 1.120 -3.009 -3.299  0.0641
C: 0.164 -3.291 -2.846  -0.2253
H: -2.293 -2.759 -0.956  0.0605
H: -1.424 -4.271 -0.480  0.0771
H: 1.338 -4.419 -0.271  0.0772
H: 1.476 -2.979 0.816  -0.0017
H: -1.513 -2.864 0.636  0.0065
H: 2.427 -3.022 -0.688  0.0694
C: 1.858 0.015 -0.217  -0.0321
O: 2.821 0.142 0.453  0.1328
C: -0.440 -1.128 4.438  -0.2085
Si: 0.129 -1.349 2.643  0.4693
C: 2.007 -1.403 2.856  -0.1862
C: -0.367 -3.199 2.689  -0.2032
C: -0.517 0.000 1.350  -0.4215
Si: -0.544 1.632 2.460  0.4572
C: 1.113 1.863 3.317  -0.1879
C: -0.857 3.536 2.196  -0.2143
C: -2.033 1.532 3.598  -0.1851
H: 0.075 -1.886 5.076  0.0628
H: -1.527 -1.334 4.535  0.0485
H: -0.259 -0.136 4.888  0.0296
H: 2.233 -2.091 3.697  0.0672
H: 2.571 -1.768 1.989  0.0083
H: 2.431 -0.431 3.145  0.0251
H: -1.462 -3.313 2.831  0.0545
H: -0.077 -3.852 1.850  0.0039
H: 0.079 -3.654 3.606  0.0668
H: -1.578 -0.211 1.201  -0.0255
H: 1.949 1.926 2.597  0.0351
H: 1.108 2.825 3.870  0.0575
H: 1.366 1.063 4.027  0.0175
H: -1.912 3.774 1.938  0.0415
H: -0.682 4.022 3.190  0.0631
H: -0.211 4.073 1.476  0.0161
H: -2.941 1.742 2.998  0.0509
H: -2.161 0.579 4.129  0.0089
H: -1.965 2.342 4.351  0.0643